(P)
Formula: C4H6O
Source: the Open Molecules 2025 dataset
Level of theory: the ωB97M-V functional and the def2-TZVPD basis

## Properties
LUMO energy: 0.98 eV
Highest occupied orbital energy: -8.2 eV
Multiplicity: 1
Orbital gap: 9.16 eV

XYZ file:
```
11
Properties=species:S:1:pos:R:3:lowdin_charge:R:1
C -1.0283 -0.5199 -0.1539 -0.07
C -0.0264 0.0985 0.8085 -0.18
C 1.2903 0.1918 0.0898 -0.14
O 0.7439 0.8586 -1.0116 -0.06
C -0.5502 0.8618 -0.3810 -0.24
H -2.0366 -0.6128 0.2358 0.11
H -0.6883 -1.3194 -0.8098 0.11
H -0.2217 0.2295 1.8660 0.13
H 1.6310 -1.2842 -0.2577 0.16
H 2.2377 -0.3746 0.0615 0.04
H -1.1531 1.7625 -0.4620 0.15
```

(Q)
Formula: C4H6O
Source: the Open Molecules 2025 dataset
Level of theory: the ωB97M-V functional and the def2-TZVPD basis

## Properties
LUMO energy: 0.21 eV
Highest occupied orbital energy: -7.9 eV
Multiplicity: 1
Orbital gap: 8.12 eV

XYZ file:
```
11
Properties=species:S:1:pos:R:3:lowdin_charge:R:1
C -1.3543 0.7764 -0.2375 -0.23
C -1.3518 -0.6519 0.1119 -0.26
C 2.3603 -0.0459 0.0701 -0.06
C -0.6409 0.2869 0.9288 -0.01
O 1.1916 0.2007 0.0358 -0.06
H -0.5893 1.1653 -0.9910 0.13
H -2.2095 1.3367 -0.1513 0.06
H -2.1828 -1.0257 0.7851 0.12
H -1.0829 -1.5367 -0.5012 0.11
H 2.8076 -0.9503 0.5910 0.11
H 3.0520 0.4445 -0.6419 0.09
```

Sorted by energy, starting with the most stable: (P), (Q).

(P)
Formula: C4H6O
Source: the Open Molecules 2025 dataset
Level of theory: the ωB97M-V functional and the def2-TZVPD basis

## Properties
LUMO energy: 1.06 eV
Highest occupied orbital energy: -9.7 eV
Multiplicity: 1
Orbital gap: 10.75 eV
SMILES: O=CC1CC1

XYZ file:
```
11
Properties=species:S:1:pos:R:3:lowdin_charge:R:1
O 2.6157 0.0924 0.2051 0.04
C 1.5246 -0.1879 -0.2335 -0.29
C 0.2898 -0.1944 0.5660 -0.21
C -0.6466 0.7410 -0.2774 -0.10
C -1.0999 -0.5926 0.1638 -0.13
H 1.3299 -0.2458 -1.3215 0.12
H 0.4593 -0.1586 1.6456 0.14
H -0.9744 1.6836 0.1351 0.10
H -0.4275 0.8070 -1.3493 0.10
H -1.7757 -0.5569 1.0109 0.11
H -1.2952 -1.3879 -0.5448 0.11
```

(Q)
Formula: C4H6O
Source: the Open Molecules 2025 dataset
Level of theory: the ωB97M-V functional and the def2-TZVPD basis

## Properties
LUMO energy: 1.20 eV
Highest occupied orbital energy: -9.7 eV
Multiplicity: 1
Orbital gap: 10.87 eV
SMILES: C=C[C@H]1CO1

XYZ file:
```
11
Properties=species:S:1:pos:R:3:lowdin_charge:R:1
C -1.7923 -0.5065 0.1070 0.02
C -1.0749 0.5976 0.0372 -0.13
C 0.3868 0.6131 -0.2575 -0.31
C 1.3986 -0.0274 0.6348 -0.09
O 0.9866 -0.6164 -0.5937 -0.06
H -1.3610 -1.4611 -0.0554 0.06
H -2.8517 -0.4307 0.2860 0.06
H -1.5009 1.5988 0.1940 0.11
H 0.7790 1.4275 -0.8732 0.14
H 1.1149 -0.6050 1.4926 0.11
H 2.4176 0.3413 0.5771 0.11
```

(R)
Formula: C4H6O
Source: the Open Molecules 2025 dataset
Level of theory: the ωB97M-V functional and the def2-TZVPD basis

## Properties
LUMO energy: 1.01 eV
Highest occupied orbital energy: -8.4 eV
Multiplicity: 1
Orbital gap: 9.42 eV

XYZ file:
```
11
Properties=species:S:1:pos:R:3:lowdin_charge:R:1
C 0.4423 1.2134 0.6313 -0.08
C 0.4615 -0.2171 0.1874 -0.24
C -0.6933 -1.1961 0.2186 -0.11
O -0.6459 -1.2245 -1.2568 -0.04
C 0.4228 -0.3843 -1.1355 -0.14
H 1.2913 1.7694 0.2186 0.08
H -0.4663 1.6819 0.2085 0.09
H 0.4170 1.3001 1.7078 0.06
H -1.6310 -0.8224 0.6359 0.13
H -0.5275 -2.2252 0.5424 0.12
H 0.9291 0.1049 -1.9582 0.13
```

(S)
Formula: C4H6O
Source: the Open Molecules 2025 dataset
Level of theory: the ωB97M-V functional and the def2-TZVPD basis

## Properties
LUMO energy: -0.39 eV
Highest occupied orbital energy: -10.2 eV
Multiplicity: 1
Orbital gap: 9.86 eV

XYZ file:
```
11
Properties=species:S:1:pos:R:3:lowdin_charge:R:1
O -1.2958 -0.7859 1.1372 -0.08
C -0.8668 -0.6450 -0.1882 -0.30
C -0.0035 0.5890 -0.4463 -0.20
C 1.4266 0.3071 1.3029 0.18
C 1.4866 0.5074 0.0291 -0.22
H -0.5244 -0.7440 1.7250 0.04
H -0.3394 -1.5452 -0.5389 0.12
H -1.7761 -0.5300 -0.7879 0.12
H 0.0766 0.7228 -1.5256 0.11
H -0.4825 1.4800 -0.0283 0.11
H 2.2987 0.6438 -0.6790 0.10
```

Sorted by energy, starting with the most stable: (P), (Q), (R), (S).

(P)
Formula: C4H6O
Source: the Open Molecules 2025 dataset
Level of theory: the ωB97M-V functional and the def2-TZVPD basis

## Properties
LUMO energy: 0.35 eV
Highest occupied orbital energy: -9.8 eV
Multiplicity: 1
Orbital gap: 10.19 eV
SMILES: C#C[C@@H](C)O

XYZ file:
```
11
Properties=species:S:1:pos:R:3:lowdin_charge:R:1
C 1.9587 0.4606 -0.4906 0.15
C 1.2116 0.1854 0.4258 -0.06
C -0.2413 0.2533 0.0348 -0.53
C -0.8929 -1.0979 0.0912 -0.06
O -0.9150 1.2054 0.8153 -0.03
H 2.5680 0.8503 -1.2594 0.05
H -0.2482 0.5507 -1.0304 0.13
H -1.9372 -0.9630 -0.1866 0.08
H -0.8152 -1.5194 1.0919 0.09
H -0.4161 -1.7806 -0.6227 0.09
H -0.2724 1.8551 1.1308 0.09
```

(Q)
Formula: C4H6O
Source: the Open Molecules 2025 dataset
Level of theory: the ωB97M-V functional and the def2-TZVPD basis

## Properties
LUMO energy (spin up / spin down): 0.05 / 0.05 eV
Highest occupied orbital energy (spin up / spin down): -8.1 / -8.1 eV
Multiplicity: 1
Orbital gap (spin up / spin down): 8.12 / 8.12 eV

XYZ file:
```
11
Properties=species:S:1:pos:R:3:lowdin_charge:R:1
O -0.6291 0.8674 2.0739 -0.06
C 0.0939 0.8176 0.8652 -0.26
C 0.0763 -0.5599 0.2482 -0.10
C 0.1397 -0.7504 -1.1165 -0.32
C 0.3521 -0.4896 -2.3730 0.09
H -1.5527 0.6709 1.8755 0.09
H -0.2757 1.5386 0.1194 0.13
H 1.1164 1.1124 1.1233 0.13
H 1.0457 -1.3675 -0.7101 0.17
H 0.0914 -1.4053 0.9360 0.12
H -0.4462 -0.4271 -3.1090 0.01
```

(R)
Formula: C4H6O
Source: the Open Molecules 2025 dataset
Level of theory: the ωB97M-V functional and the def2-TZVPD basis

## Properties
LUMO energy: -0.46 eV
Highest occupied orbital energy: -9.1 eV
Multiplicity: 1
Orbital gap: 8.60 eV

XYZ file:
```
11
Properties=species:S:1:pos:R:3:lowdin_charge:R:1
C 1.1518 -1.4626 0.0547 0.18
C -0.2041 0.9037 -0.9394 -0.04
C -0.3010 0.4072 0.4964 -0.30
O -1.1374 -0.6646 0.7808 -0.02
C 0.2759 -0.8993 1.0186 -0.36
H 0.7322 0.6169 -1.4238 0.07
H 0.5402 -1.6908 -0.8402 0.03
H -0.2646 1.9950 -0.9638 0.08
H -1.0378 0.4927 -1.5166 0.09
H -0.2968 1.1907 1.2587 0.14
H 0.5416 -0.8889 2.0746 0.13
```

(S)
Formula: C4H6O
Source: the Open Molecules 2025 dataset
Level of theory: the ωB97M-V functional and the def2-TZVPD basis

## Properties
LUMO energy: 0.83 eV
Highest occupied orbital energy: -7.9 eV
Multiplicity: 1
Orbital gap: 8.73 eV

XYZ file:
```
11
Properties=species:S:1:pos:R:3:lowdin_charge:R:1
C -0.0621 0.3467 -1.2026 0.05
C -0.2339 0.3128 0.1078 -0.20
C 0.3452 -0.8726 -0.5461 -0.43
C -0.5439 1.0192 1.3576 -0.04
O 1.5673 -1.4131 -0.4843 -0.04
H -0.2445 0.7051 -2.2578 0.13
H -0.8630 -2.4607 -0.5911 0.09
H -1.4544 0.5209 1.6751 0.08
H -0.7193 2.2082 1.2497 0.13
H 0.2020 1.1056 2.1119 0.06
H 2.0065 -1.4722 -1.4202 0.16
```

Sorted by energy, starting with the most stable: (P), (R), (Q), (S).

(P)
Formula: C4H6O
Source: the Open Molecules 2025 dataset
Level of theory: the ωB97M-V functional and the def2-TZVPD basis

## Properties
LUMO energy: 0.03 eV
Highest occupied orbital energy: -8.9 eV
Multiplicity: 1
Orbital gap: 8.93 eV

XYZ file:
```
11
Properties=species:S:1:pos:R:3:lowdin_charge:R:1
O 1.5290 0.1902 -1.4101 0.10
C 0.5826 0.2344 -0.6657 -0.49
C -0.8018 -0.3493 -0.8409 -0.21
C -0.9503 -0.8469 0.6020 0.06
C 0.6240 0.7072 0.7722 0.00
H -1.5533 0.4052 -1.0994 0.11
H -0.8061 -1.1478 -1.5891 0.12
H -0.2002 -1.6536 0.7261 0.05
H -0.2727 0.1582 1.3530 0.04
H 1.5820 0.5640 1.2758 0.11
H 0.2669 1.7384 0.8762 0.11
```

(Q)
Formula: C4H6O
Source: the Open Molecules 2025 dataset
Level of theory: the ωB97M-V functional and the def2-TZVPD basis

## Properties
LUMO energy: 0.82 eV
Highest occupied orbital energy: -7.1 eV
Multiplicity: 1
Orbital gap: 7.90 eV

XYZ file:
```
11
Properties=species:S:1:pos:R:3:lowdin_charge:R:1
C 0.4556 0.2899 -1.0666 -0.15
O 1.2289 0.3363 0.1954 -0.09
C 0.1822 0.0194 1.4834 -0.04
C -0.9184 -0.4481 0.6879 -0.20
C -0.8390 -0.3297 -0.6500 -0.13
H 0.3777 1.3287 -1.4194 0.12
H 1.0365 -0.2745 -1.8071 0.12
H 1.2397 1.2483 0.5258 0.12
H 0.7296 -0.7573 2.0267 0.05
H -1.7969 -0.8366 1.1973 0.11
H -1.5990 -0.6065 -1.3688 0.09
```

Sorted by energy, starting with the most stable: (Q), (P).

(P)
Formula: C2H3N3O2
Source: the Open Molecules 2025 dataset
Level of theory: the ωB97M-V functional and the def2-TZVPD basis

## Properties
LUMO energy: -0.23 eV
Highest occupied orbital energy: -10.8 eV
Multiplicity: 1
Orbital gap: 10.55 eV
SMILES: [H]/N=c1\[nH]oc(=O)[nH]1

XYZ file:
```
10
Properties=species:S:1:pos:R:3:lowdin_charge:R:1
H 1.4217 -1.3439 1.9609 0.08
N 0.5143 -0.7170 1.8718 0.09
C 0.1188 -0.3895 0.5411 -0.34
N 0.3390 -0.9477 -0.8060 0.04
O 0.5149 0.3931 -1.5605 -0.04
C -0.7944 0.9690 -1.0241 -0.36
O -1.1613 2.1291 -1.4549 0.05
N -1.1104 0.3459 0.1572 0.12
H 1.4312 -1.3976 -0.6612 0.20
H -1.2738 0.9586 0.9756 0.16
```

(Q)
Formula: C2H3N3O2
Source: the Open Molecules 2025 dataset
Level of theory: the ωB97M-V functional and the def2-TZVPD basis

## Properties
LUMO energy: 0.05 eV
Highest occupied orbital energy: -9.2 eV
Multiplicity: 1
Orbital gap: 9.30 eV
SMILES: O/N=c1\nco[nH]1

XYZ file:
```
10
Properties=species:S:1:pos:R:3:lowdin_charge:R:1
O -2.4146 0.2661 0.0020 -0.11
N -1.6140 -0.8503 -0.2097 0.05
C -0.4802 -0.3928 -0.2908 -0.40
N 0.0622 0.9147 -0.4010 0.12
C 1.2930 0.8835 -0.1793 -0.14
O 1.7848 -0.4016 0.0670 -0.09
N 0.7328 -1.3199 -0.3209 0.09
H -1.8576 1.0388 0.4961 0.15
H 1.9075 1.7213 0.2052 0.15
H 0.5860 -1.8597 0.6314 0.17
```

(R)
Formula: C2H3N3O2
Source: the Open Molecules 2025 dataset
Level of theory: the ωB97M-V functional and the def2-TZVPD basis

## Properties
LUMO energy: 0.70 eV
Highest occupied orbital energy: -10.3 eV
Multiplicity: 1
Orbital gap: 10.96 eV
SMILES: Nn1ncoc1=O

XYZ file:
```
10
Properties=species:S:1:pos:R:3:lowdin_charge:R:1
N 0.1132 1.8182 0.0262 0.12
N -0.0164 0.4248 -0.3828 -0.10
N -1.3199 -0.1429 -0.5720 0.14
C -1.0560 -1.3743 -0.4626 -0.18
O 0.1945 -1.6549 0.0122 0.10
C 0.7983 -0.4344 0.2494 -0.50
O 1.8881 -0.3098 0.8302 0.09
H 0.9840 2.0551 -0.2814 0.04
H 0.3423 1.7603 1.0634 0.12
H -1.9281 -2.1421 -0.4827 0.17
```

(S)
Formula: C2H3N3O2
Source: the Open Molecules 2025 dataset
Level of theory: the ωB97M-V functional and the def2-TZVPD basis

## Properties
LUMO energy: 0.79 eV
Highest occupied orbital energy: -8.8 eV
Multiplicity: 1
Orbital gap: 9.61 eV
SMILES: [H]/N=c1\ocnn1O

XYZ file:
```
10
Properties=species:S:1:pos:R:3:lowdin_charge:R:1
H 1.3684 2.2366 -0.1420 0.06
N 1.4729 1.2279 -0.0729 0.15
C 0.3884 0.5823 -0.1437 -0.45
O -0.8927 0.9935 -0.0612 0.10
C -1.6844 -0.1026 -0.0345 -0.18
N -1.0676 -1.1950 -0.1280 0.16
N 0.2361 -0.7958 -0.2207 -0.18
O 1.2748 -1.5924 -0.0957 0.08
H -2.7459 0.0373 0.1380 0.14
H 1.6502 -1.3919 0.7607 0.12
```

Sorted by energy, starting with the most stable: (R), (S), (P), (Q).

(P)
Formula: C2H2O3S
Source: the Open Molecules 2025 dataset
Level of theory: the ωB97M-V functional and the def2-TZVPD basis

## Properties
LUMO energy: 0.01 eV
Highest occupied orbital energy: -10.6 eV
Multiplicity: 1
Orbital gap: 10.65 eV
SMILES: C=C1OS1(=O)=O

XYZ file:
```
8
Properties=species:S:1:pos:R:3:lowdin_charge:R:1
C 0.7434 -0.2332 -1.2360 0.05
C 0.0690 -0.4499 -0.1802 -0.47
O -0.3649 -1.2611 0.8221 -0.08
S -0.6670 0.4625 1.0781 0.84
O 0.1327 0.9259 2.2164 -0.27
O -2.0391 0.7563 0.9096 -0.24
H 1.0587 0.7303 -1.5288 0.06
H 1.0671 -0.9309 -2.0812 0.11
```

(Q)
Formula: C2H2O3S
Source: the Open Molecules 2025 dataset
Level of theory: the ωB97M-V functional and the def2-TZVPD basis

## Properties
LUMO energy: -1.08 eV
Highest occupied orbital energy: -9.4 eV
Multiplicity: 1
Orbital gap: 8.30 eV
SMILES: O=C(O)C(O)=S

XYZ file:
```
8
Properties=species:S:1:pos:R:3:lowdin_charge:R:1
O -1.9017 0.0316 -0.1080 0.07
C -0.6606 0.0761 -0.2325 -0.36
O 0.1264 -0.5414 -1.3991 -0.05
C 0.2450 0.3469 0.9812 -0.79
O 1.3801 -0.2437 0.9641 0.10
S -0.2278 1.6814 1.8469 0.78
H -0.5314 -0.7727 -2.1817 0.16
H 1.5700 -0.5781 0.1291 0.08
```

Sorted by energy, starting with the most stable: (Q), (P).